71
Properties=species:S:1:pos:R:3 method="wB97M-V/def2-TZVPD" homo_ev=-8.278 total_charge=0 mol_weight_da=792.1 lumo_ev=-0.1 homo_lumo_gap_ha=0.29889
Tl 0.24019 -0.96504 -1.19839
C 2.10540 -5.39924 -0.69283
C 3.23928 -5.31640 -1.52422
C 3.86828 -4.10129 -1.68141
C 3.36559 -3.02417 -0.97750
N 2.30373 -3.07604 -0.17065
C 1.66452 -4.24459 -0.06411
C 4.03450 -1.69740 -1.13131
C 5.43657 -1.59614 -1.22005
C 6.01519 -0.35026 -1.32275
C 5.17978 0.76989 -1.29430
C 3.80078 0.58805 -1.25152
N 3.25241 -0.62954 -1.14071
C 2.87938 1.74029 -1.25281
C 3.29403 2.95194 -1.80619
C 2.40627 4.03194 -1.74468
C 1.21136 3.85841 -1.07657
C 0.87083 2.60456 -0.57835
N 1.67333 1.55675 -0.69285
H 1.60423 -6.34922 -0.52939
H 3.61722 -6.19888 -2.03742
H 4.71758 -4.04378 -2.34234
H 0.78083 -4.21831 0.56654
H 6.06218 -2.48456 -1.15432
H 7.10463 -0.21315 -1.39319
H 5.59469 1.76700 -1.25741
H 4.22353 3.05945 -2.31810
H 2.66148 4.97524 -2.19282
H 0.49978 4.67743 -0.97795
H -0.09349 2.44202 -0.07916
C 2.51581 0.39049 4.38404
C 2.79303 0.13858 3.05321
C 1.86701 -0.53334 2.27231
C 0.68707 -0.95228 2.83498
C 0.41410 -0.73240 4.19022
C 1.32391 -0.05652 4.96183
N -0.18909 -1.59026 1.89579
N -1.16248 -2.11465 2.45859
C -2.05423 -2.74029 1.49360
C -3.32307 -3.07915 1.92142
C -4.19956 -3.63465 1.02133
C -3.76719 -3.81914 -0.30147
C -2.46544 -3.45742 -0.62772
N -1.62730 -2.93104 0.24496
H 3.23492 0.90625 5.02895
H 3.73406 0.43315 2.61550
H 1.98431 -0.69740 1.22384
H -0.53084 -1.06485 4.59249
H 1.08522 0.07894 6.01364
H -3.59061 -2.90901 2.96824
H -5.17819 -3.98052 1.30136
H -4.43341 -4.28139 -1.03691
H -2.11982 -3.59516 -1.65640
C -5.95168 5.80390 -0.90881
C -5.16502 4.53351 -0.92209
C -4.71475 3.96636 -2.09599
C -3.93030 2.79488 -2.10412
C -3.62179 2.18094 -0.89769
C -4.02646 2.76652 0.29326
C -4.78331 3.92520 0.28487
S -2.78883 0.57263 -0.91640
O -3.85024 -0.41060 -0.78573
O -1.84485 0.52006 0.22645
O -2.07868 0.51991 -2.17174
H -6.23825 6.09541 -1.92595
H -5.39619 6.66144 -0.49898
H -6.86108 5.72072 -0.31976
H -4.99375 4.39812 -3.05037
H -3.57730 2.35082 -3.02921
H -3.74786 2.35943 1.24662
H -5.04199 4.34782 1.25865